--- i ---
Below is a cluster of 2 separate species, C4H8NO3 in total, with properties calculated with the ωB97M-V functional and the def2-TZVPD basis.

Values from the calculation:
gap between HOMO and LUMO = 7.74 eV
HOMO energy = -4.24 eV
spin multiplicity = 1
net charge = -1

Each line ends with the Mulliken charge.
Atoms and positions in Å:
1 C 0.31 -0.22 -3.33  -0.78
2 C 0.76 -1.07 -2.08  0.48
3 O 0.41 -0.65 -0.95  -0.74
4 O 1.61 -1.96 -2.34  -0.73
5 H 0.10 -0.90 -4.16  0.27
6 H 1.09 0.47 -3.64  0.20
7 H -0.62 0.28 -3.05  0.23
8 C -1.67 1.35 3.11  -0.88
9 C -0.57 0.78 2.22  0.53
10 O 0.41 0.24 2.68  -0.60
11 N -0.71 1.07 0.89  -0.30
12 H -0.24 0.48 0.19  0.41
13 H -1.19 1.86 0.53  0.16
14 H -1.34 1.95 3.95  0.26
15 H -2.22 0.50 3.52  0.22
16 H -2.43 1.87 2.52  0.28

--- ii ---
Below is a cluster of 2 separate species, C4H8NO3 in total, with properties calculated with the ωB97M-V functional and the def2-TZVPD basis.

Values from the calculation:
gap between HOMO and LUMO = 4.23 eV
HOMO energy = -4.54 eV
spin multiplicity = 1
net charge = -1

Each line ends with the Mulliken charge.
Atoms and positions in Å:
1 C 0.89 0.32 0.49  0.03
2 C 0.36 -0.97 1.10  -0.58
3 C -0.63 -1.58 0.10  -0.05
4 O -0.71 -2.88 0.25  -0.60
5 N 1.74 0.94 1.34  -0.65
6 C -1.01 1.55 -1.76  0.08
7 O -2.12 1.32 -1.25  -0.64
8 O -0.43 1.03 -2.73  -0.65
9 H 1.17 0.05 -0.56  0.26
10 H -0.05 0.92 0.42  0.15
11 H 1.18 -1.66 1.37  0.30
12 H 0.00 -0.81 2.12  0.30
13 H -0.20 -1.39 -0.93  0.22
14 H -1.62 -1.13 0.21  0.23
15 H 1.79 1.94 1.12  0.30
16 H -0.36 2.34 -1.27  0.31

Tell me which of them is the most stable. Sure, it is i.

--- i ---
Below is a structure of composition C4H8NO3, with properties calculated with the ωB97M-V functional and the def2-TZVPD basis.

Values from the calculation:
gap between HOMO and LUMO = 7.45 eV
HOMO energy = -3.38 eV
spin multiplicity = 1
net charge = -1

Each line ends with the Mulliken charge.
Atoms and positions in Å:
1 C 1.42 -0.99 0.21  -0.54
2 C 0.23 -1.01 -0.72  -0.81
3 C 0.73 0.30 0.95  0.27
4 C -0.52 -0.10 0.12  0.20
5 N -1.85 -0.08 0.21  0.11
6 O -2.47 0.67 1.12  -0.74
7 O 1.13 1.54 0.81  -0.75
8 O -0.29 1.67 -1.19  -0.84
9 H 1.39 -1.80 0.92  0.24
10 H 2.57 -0.87 -0.11  0.26
11 H 0.39 -0.52 -1.77  0.17
12 H -0.20 -1.98 -1.04  0.35
13 H 0.50 0.14 2.09  0.24
14 H -2.47 -0.59 -0.41  0.17
15 H 0.48 1.55 -0.32  0.41
16 H -1.05 2.05 -0.87  0.26

--- ii ---
Below is the ion C4H8NO3 with charge -1, with properties calculated with the ωB97M-V functional and the def2-TZVPD basis.

Values from the calculation:
gap between HOMO and LUMO = 7.35 eV
HOMO energy = -3.95 eV
spin multiplicity = 1
SMILES string = C[C@@H](CO)NC(=O)[O-]
net charge = -1

Each line ends with the Mulliken charge.
Atoms and positions in Å:
1 C -1.02 -0.99 0.82  -1.39
2 C 0.14 -0.19 0.01  0.50
3 C -0.27 -0.24 -1.63  -0.78
4 O 0.00 -1.60 -2.10  -0.53
5 N 0.24 1.15 0.47  -0.29
6 C 1.13 1.75 1.53  0.45
7 O 1.88 1.06 2.18  -0.68
8 O 0.81 2.97 1.51  -0.80
9 H -1.75 -0.23 1.13  0.35
10 H -1.43 -1.77 0.26  0.40
11 H -0.56 -1.51 1.73  0.26
12 H 1.03 -0.78 0.18  0.30
13 H 0.26 0.56 -2.02  0.43
14 H -1.32 -0.31 -1.86  0.28
15 H 1.01 -1.78 -2.15  0.30
16 H -0.16 1.90 -0.06  0.20

Tell me which of them is the most stable. Sure, it is ii.

--- i ---
Below is a structure of composition C6H9N2, with properties calculated with the ωB97M-V functional and the def2-TZVPD basis.

Values from the calculation:
gap between HOMO and LUMO (alpha / beta) = 6.37 / 10.66 eV
HOMO energy (alpha / beta) = -9.87 / -16.01 eV
spin multiplicity = 3
expectation value of S² = 2.020
net charge = +1

Each line ends with the Mulliken spin population.
Atoms and positions in Å:
1 C -0.16 -2.19 0.44  0.47
2 C 1.91 1.55 0.24  0.72
3 C -1.04 1.18 -1.37  -0.01
4 C -0.17 2.36 -0.81  0.03
5 C -0.10 0.35 -0.53  0.50
6 C -0.34 -3.45 1.10  -0.02
7 N -0.26 -1.03 0.07  -0.02
8 N 0.70 1.39 -0.18  0.14
9 H 2.50 0.76 0.41  0.03
10 H 2.19 2.50 0.46  0.03
11 H -2.16 1.01 -1.04  0.03
12 H -1.11 0.86 -2.38  0.02
13 H 0.26 2.89 -1.65  -0.01
14 H -0.71 3.05 0.01  0.01
15 H -1.34 -3.77 1.20  0.02
16 H 0.02 -3.21 2.19  0.01
17 H 0.05 -4.22 0.41  0.04

--- ii ---
Below is a structure of composition C6H9N2, with properties calculated with the ωB97M-V functional and the def2-TZVPD basis.

Values from the calculation:
gap between HOMO and LUMO (alpha / beta) = 6.52 / 7.35 eV
HOMO energy (alpha / beta) = -9.66 / -13.89 eV
spin multiplicity = 3
expectation value of S² = 2.020
net charge = +1

Each line ends with the Mulliken spin population.
Atoms and positions in Å:
1 C 0.39 0.07 1.06  -0.03
2 C -1.08 0.61 1.18  0.33
3 C 0.65 0.33 -0.39  0.40
4 C -1.47 1.05 0.01  -0.06
5 C 0.47 -1.33 0.71  0.38
6 C -0.48 0.86 -1.04  0.46
7 N -0.62 1.28 -2.30  0.28
8 N 1.57 -2.00 0.99  0.24
9 H 1.00 0.36 1.94  0.03
10 H -1.70 0.40 2.08  0.00
11 H 1.59 0.35 -0.94  -0.01
12 H -2.35 1.51 -0.37  0.00
13 H -0.26 -1.95 0.23  0.02
14 H -1.48 1.67 -2.74  -0.01
15 H 0.15 1.27 -2.95  -0.01
16 H 2.15 -1.52 1.67  0.00
17 H 1.47 -2.96 0.87  -0.01

Tell me which of them is the most stable. Sure, it is ii.

--- i ---
Below is a structure of composition C30H39N6SeSiTi, with properties calculated with the ωB97M-V functional and the def2-TZVPD basis.

Values from the calculation:
gap between HOMO and LUMO (alpha / beta) = 4.47 / 4.49 eV
HOMO energy (alpha / beta) = -2.38 / -2.41 eV
spin multiplicity = 3
expectation value of S² = 2.042
net charge = -1

Each line ends with the Mulliken spin population.
Atoms and positions in Å:
1 Ti 7.26 -15.79 -0.46  0.95
2 C 9.50 -17.18 -2.01  0.00
3 C 10.31 -16.00 -1.54  0.00
4 N 9.43 -14.92 -0.96  0.02
5 C 9.36 -13.65 -1.79  0.01
6 C 7.93 -13.14 -1.89  -0.01
7 N 6.94 -14.23 -2.05  0.00
8 C 6.80 -14.97 -3.34  0.01
9 C 7.96 -15.98 -3.51  0.00
10 N 8.09 -16.78 -2.24  0.02
11 H 9.67 -18.06 -1.30  0.00
12 H 9.96 -17.55 -2.96  0.00
13 H 10.86 -15.62 -2.47  0.00
14 H 11.07 -16.28 -0.75  0.00
15 H 9.77 -14.73 -0.02  0.00
16 H 9.78 -13.85 -2.78  0.00
17 H 9.97 -12.86 -1.32  0.00
18 H 7.85 -12.38 -2.70  0.00
19 H 7.74 -12.63 -0.93  0.00
20 H 6.03 -13.89 -1.71  0.00
21 H 6.74 -14.23 -4.17  0.00
22 H 5.84 -15.51 -3.31  0.00
23 H 8.89 -15.57 -3.85  0.00
24 H 7.66 -16.63 -4.34  0.00
25 H 7.50 -17.59 -2.39  0.00
26 C 4.28 -12.84 0.23  0.01
27 Si 5.87 -12.82 1.38  0.00
28 C 6.48 -11.02 1.29  0.00
29 C 5.26 -13.35 3.03  0.00
30 C 7.17 -14.10 0.86  0.01
31 H 3.42 -12.46 0.82  0.00
32 H 4.06 -13.86 0.01  0.00
33 H 4.39 -12.24 -0.72  0.00
34 H 6.13 -10.44 2.14  0.00
35 H 6.16 -10.54 0.33  0.00
36 H 7.60 -11.02 1.30  0.00
37 H 4.57 -12.62 3.46  0.00
38 H 6.11 -13.46 3.71  0.00
39 H 4.68 -14.28 2.92  0.00
40 H 7.57 -14.66 1.75  0.00
41 H 7.98 -13.42 0.50  -0.01
42 Se 4.66 -19.41 -3.35  0.14
43 N 3.75 -19.57 -1.77  0.27
44 C 3.79 -18.46 -1.10  -0.05
45 C 2.97 -18.13 0.02  0.28
46 C 3.24 -16.93 0.66  -0.08
47 C 4.44 -16.26 0.40  0.27
48 N 5.27 -16.53 -0.65  0.08
49 C 4.89 -17.56 -1.51  -0.06
50 N 5.52 -17.91 -2.63  0.14
51 H 2.17 -18.78 0.34  0.01
52 H 2.51 -16.53 1.34  0.00
53 H 4.82 -15.51 1.10  0.05
54 C 7.96 -17.13 0.77  -0.05
55 C 8.42 -18.01 1.57  0.01
56 C 8.98 -19.07 2.28  -0.02
57 C 10.32 -19.41 1.83  0.01
58 C 10.73 -20.76 1.75  0.00
59 C 12.00 -21.08 1.29  0.00
60 C 12.91 -20.04 0.93  0.00
61 C 12.50 -18.69 1.03  0.00
62 C 11.24 -18.39 1.52  0.00
63 C 8.27 -19.71 3.36  0.00
64 C 8.88 -20.63 4.25  0.00
65 C 8.16 -21.22 5.28  0.00
66 C 6.81 -20.79 5.56  0.00
67 C 6.22 -19.88 4.71  0.00
68 C 6.92 -19.37 3.57  -0.01
69 H 10.03 -21.53 1.96  0.00
70 H 12.33 -22.12 1.24  0.00
71 H 13.92 -20.26 0.61  0.00
72 H 13.18 -17.89 0.81  0.00
73 H 10.87 -17.38 1.69  0.00
74 H 9.91 -20.93 4.04  0.00
75 H 8.52 -22.09 5.81  0.00
76 H 6.26 -21.27 6.38  0.00
77 H 5.25 -19.46 4.98  0.00
78 H 6.40 -18.80 2.79  0.00

--- ii ---
Below is a structure of composition C30H39N6SeSiTi, with properties calculated with the ωB97M-V functional and the def2-TZVPD basis.

Values from the calculation:
gap between HOMO and LUMO (alpha / beta) = 4.78 / 4.55 eV
HOMO energy (alpha / beta) = -2.53 / -2.54 eV
spin multiplicity = 3
expectation value of S² = 2.039
net charge = -1

Each line ends with the Mulliken spin population.
Atoms and positions in Å:
1 Ti 10.93 8.94 12.22  0.97
2 C 12.70 5.74 12.40  -0.01
3 C 11.35 5.71 11.65  0.02
4 N 10.41 6.85 12.00  -0.01
5 C 9.77 6.71 13.33  0.00
6 C 10.77 6.93 14.46  0.00
7 N 11.46 8.26 14.23  0.00
8 C 12.89 8.30 14.63  0.02
9 C 13.88 7.52 13.71  0.00
10 N 13.28 7.04 12.49  0.01
11 H 13.36 4.99 11.89  0.00
12 H 12.56 5.27 13.39  0.00
13 H 10.89 4.71 11.91  0.00
14 H 11.52 5.63 10.57  0.00
15 H 9.70 6.86 11.26  -0.01
16 H 9.30 5.70 13.47  0.00
17 H 8.95 7.48 13.39  -0.01
18 H 11.50 6.13 14.53  0.00
19 H 10.22 6.92 15.40  0.00
20 H 11.07 8.96 14.87  0.00
21 H 12.98 7.92 15.66  0.00
22 H 13.20 9.34 14.66  0.00
23 H 14.33 6.71 14.34  0.00
24 H 14.66 8.28 13.48  0.00
25 H 13.71 7.41 11.63  0.00
26 C 6.51 8.04 10.65  -0.01
27 Si 7.94 8.77 9.65  0.00
28 C 8.35 7.66 8.17  0.00
29 C 7.32 10.42 8.89  0.00
30 C 9.43 9.30 10.75  -0.02
31 H 5.58 7.77 10.02  0.00
32 H 6.25 8.82 11.36  0.01
33 H 6.72 7.12 11.25  0.00
34 H 7.43 7.25 7.68  0.00
35 H 9.04 6.82 8.38  0.00
36 H 8.87 8.26 7.40  0.00
37 H 6.60 10.29 8.04  0.00
38 H 8.22 10.93 8.45  0.00
39 H 6.90 11.13 9.62  0.00
40 H 8.98 10.21 11.20  0.02
41 H 10.16 9.63 10.00  -0.02
42 Se 7.33 10.06 14.74  0.17
43 N 7.97 11.65 15.48  0.25
44 C 9.19 11.88 15.03  -0.03
45 C 10.05 12.97 15.31  0.23
46 C 11.18 13.06 14.54  -0.06
47 C 11.57 12.05 13.64  0.24
48 N 10.89 10.90 13.45  0.08
49 C 9.71 10.81 14.12  -0.09
50 N 8.93 9.75 13.94  0.20
51 H 9.75 13.72 16.08  0.01
52 H 11.90 13.88 14.69  0.00
53 H 12.53 12.11 13.11  0.04
54 C 12.49 9.34 11.16  -0.01
55 C 13.14 9.14 10.09  0.02
56 C 13.91 8.85 9.00  -0.01
57 C 13.51 7.66 8.27  0.00
58 C 14.43 6.80 7.73  0.00
59 C 14.05 5.67 7.00  0.00
60 C 12.70 5.44 6.77  0.00
61 C 11.74 6.21 7.50  0.00
62 C 12.14 7.35 8.15  0.00
63 C 14.98 9.72 8.65  0.00
64 C 15.26 10.80 9.48  0.00
65 C 16.31 11.65 9.25  0.00
66 C 17.15 11.39 8.15  -0.01
67 C 16.90 10.31 7.31  0.00
68 C 15.80 9.50 7.52  0.00
69 H 15.51 6.98 7.87  0.00
70 H 14.83 5.04 6.58  0.00
71 H 12.35 4.60 6.16  0.00
72 H 10.69 5.88 7.52  0.00
73 H 11.39 8.09 8.49  0.00
74 H 14.66 10.85 10.39  0.00
75 H 16.52 12.54 9.82  0.00
76 H 17.95 12.09 7.90  0.00
77 H 17.58 10.10 6.48  0.00
78 H 15.54 8.74 6.76  0.00

Tell me which of them is the most stable. Sure, it is i.

--- i ---
Below is a cluster of 2 separate species, HN2O2S in total, with properties calculated with the ωB97M-V functional and the def2-TZVPD basis.

Values from the calculation:
gap between HOMO and LUMO = 10.81 eV
HOMO energy = -17.28 eV
spin multiplicity = 1
net charge = +1

Each line ends with the Mulliken charge.
Atoms and positions in Å:
1 N -0.57 -0.76 -0.01  0.54
2 N -1.02 -1.73 0.20  0.06
3 O 1.57 -1.01 -0.18  -0.55
4 O 2.93 0.89 0.14  -0.29
5 S 2.95 -0.52 0.00  0.83
6 H 0.04 -0.03 -0.25  0.41

--- ii ---
Below is a structure of composition HN2O2S, with properties calculated with the ωB97M-V functional and the def2-TZVPD basis.

Values from the calculation:
gap between HOMO and LUMO = 9.70 eV
HOMO energy = -18.24 eV
spin multiplicity = 1
net charge = +1

Each line ends with the Mulliken charge.
Atoms and positions in Å:
1 N 0.32 0.16 -2.84  0.19
2 N 0.10 0.86 -3.65  -0.02
3 O 0.62 0.18 0.04  -0.36
4 O -0.19 -2.06 -1.12  -0.25
5 S 1.00 -0.96 -1.06  1.00
6 H 0.02 0.18 0.85  0.44

Tell me which of them is the most stable. Sure, it is i.

--- i ---
Below is a cluster of 6 separate species, C3H18O6 in total, with properties calculated with the ωB97M-V functional and the def2-TZVPD basis.

Values from the calculation:
gap between HOMO and LUMO = 10.55 eV
HOMO energy = -10.14 eV
spin multiplicity = 1
SMILES string = CO.CO.CO.O.O.O
net charge = 0

Each line ends with the Mulliken charge.
Atoms and positions in Å:
1 C 1.04 -2.68 -1.44  -0.64
2 O -0.18 -2.21 -0.87  -0.50
3 H 0.91 -3.13 -2.42  0.27
4 H 1.65 -1.79 -1.60  0.24
5 H 1.53 -3.39 -0.77  0.33
6 H -0.71 -2.96 -0.59  0.25
7 C 1.94 1.57 2.89  -0.56
8 O 2.05 0.25 2.34  -0.49
9 H 2.48 2.28 2.27  0.29
10 H 0.89 1.83 3.03  0.23
11 H 2.34 1.54 3.91  0.23
12 H 2.36 0.33 1.44  0.29
13 C -1.19 0.77 -2.94  -0.29
14 O -0.97 1.55 -4.11  -0.53
15 H -0.77 -0.24 -2.94  0.14
16 H -0.77 1.22 -2.04  0.07
17 H -2.26 0.67 -2.72  0.28
18 H -0.08 1.31 -4.40  0.29
19 O -0.93 0.27 0.39  -0.60
20 H -0.54 0.22 1.28  0.30
21 H -0.76 -0.61 0.01  0.34
22 O -1.87 3.12 0.12  -0.65
23 H -2.17 3.35 -0.77  0.33
24 H -1.46 2.25 0.03  0.37
25 O -0.76 -1.87 2.92  -0.60
26 H -1.62 -2.00 3.32  0.30
27 H -0.18 -1.62 3.66  0.31

--- ii ---
Below is a cluster of 6 separate species, C3H18O6 in total, with properties calculated with the ωB97M-V functional and the def2-TZVPD basis.

Values from the calculation:
gap between HOMO and LUMO = 3.11 eV
HOMO energy = -5.14 eV
spin multiplicity = 1
net charge = 0

Each line ends with the Mulliken charge.
Atoms and positions in Å:
1 O 0.26 2.06 2.10  -0.49
2 H 0.29 1.50 1.32  0.47
3 H -0.42 2.73 1.97  0.44
4 H 1.14 2.43 2.21  0.46
5 C -1.15 -4.39 -1.27  -1.32
6 C -0.18 -3.41 -0.75  0.62
7 C 1.30 -3.85 -0.92  -1.19
8 O -0.49 -2.00 -1.00  -0.91
9 H -1.17 -4.44 -2.36  0.34
10 H -2.16 -4.18 -0.90  0.28
11 H -0.95 -5.43 -0.99  0.33
12 H -0.32 -3.62 0.31  0.05
13 H 1.78 -3.11 -0.28  0.27
14 H 1.59 -3.84 -1.97  0.33
15 H 1.56 -4.81 -0.48  0.33
16 O 2.22 2.24 -3.46  -0.63
17 H 1.58 2.05 -2.77  0.30
18 H 1.97 3.11 -3.78  0.32
19 O 3.96 4.59 1.48  -0.65
20 H 4.61 4.07 1.01  0.33
21 H 4.34 5.46 1.53  0.32
22 O -3.91 -0.82 2.50  -0.67
23 H -4.72 -1.29 2.32  0.31
24 H -3.24 -1.30 2.03  0.35
25 O -2.40 5.19 0.92  -0.64
26 H -3.08 5.77 1.24  0.32
27 H -2.42 5.28 -0.03  0.33

Tell me which of them is the most stable. Sure, it is i.